1.
This record from the Open Molecules 2025 dataset describes 2 unconnected molecules or ions with the total composition CHO4PS in a non-equilibrium geometry. The level of theory is ωB97M-V/def2-TZVPD.

Calculated values
E_LUMO, eV: -0.3
Structure (SMILES): O=P(O)=S.O=C=O
HOMO energy, eV: -10.25
Largest force on an atom, eV/A: 4.070

Last column: Mulliken charge in e.
Positions of all 8 atoms, in Å:
O 1.682748 -0.514271 1.425598  -0.53
P 0.302282 -1.043454 1.453507  0.90
O -0.418149 -0.777952 0.016026  -0.43
S -0.709432 -2.069118 2.750089  -0.27
H 0.190990 -0.700072 -0.667038  0.34
O -1.481199 4.048051 2.177144  -0.36
C -1.220631 2.920226 2.147782  0.69
O -1.054822 1.784682 1.979059  -0.35

Forces on atoms 1 to 6 (eV/Å):
O -1.176 -0.498 0.267
P 0.024 -0.182 -0.461
O -1.771 -0.939 3.543
S 0.849 1.146 -1.305
H 2.040 0.525 -2.035
O 0.351 -0.002 0.519

2.
This record from the Open Molecules 2025 dataset describes a gas-phase ion, CHO4S (charge -1) in a non-equilibrium geometry. The level of theory is ωB97M-V/def2-TZVPD.

Calculated values
E_LUMO, eV: 4.0
Total charge: -1
HOMO energy, eV: -4.62
Largest force on an atom, eV/A: 3.345

Last column: Mulliken charge in e.
Positions of all 7 atoms, in Å:
C 0.865239 -0.619775 -0.385770  0.34
O 0.077761 0.234688 -0.964821  -0.43
O 2.053907 -0.570513 -0.362947  -0.54
O -2.183056 1.059649 0.145750  -0.55
O -0.244653 0.190642 1.324469  -0.61
S -0.747405 1.171334 0.359350  0.56
H 0.178207 -1.466026 -0.116031  0.23

Forces on atoms 1 to 6 (eV/Å):
C -1.407 -2.364 -0.543
O -0.836 2.534 -2.017
O 1.324 -0.194 0.228
O -0.111 -0.011 -0.358
O -0.493 0.616 2.112
S 0.096 -0.224 0.153

3.
This record from the Open Molecules 2025 dataset describes 2 unconnected molecules or ions with the total composition CHO6S in a non-equilibrium geometry. The level of theory is ωB97M-V/def2-TZVPD.

Calculated values
E_LUMO (alpha / beta), eV: 3.4 / 2.1
Total charge: -1
HOMO energy (alpha / beta), eV: -5.97 / -3.30
Largest force on an atom, eV/A: 6.233

Last column: Mulliken charge in e.
Positions of all 9 atoms, in Å:
C -0.125009 0.105386 0.117114  0.17
O -1.245108 -0.299124 2.523227  -0.56
O 0.785808 0.444152 -0.502743  -0.22
O 0.665758 1.225250 2.246527  -0.61
O -1.609961 1.937234 1.538721  -0.62
O 0.996615 -1.020973 -2.733298  -0.25
O -0.270943 -1.360714 -2.226993  -0.30
S -0.694277 0.785485 1.838221  1.08
H 1.497116 -1.816697 -2.800776  0.31

Forces on atoms 1 to 6 (eV/Å):
C -0.118 -0.632 -1.055
O -1.266 -2.454 1.256
O 0.198 0.590 0.497
O -1.785 -0.752 -0.129
O 1.474 -2.492 0.212
O -2.437 1.312 0.537

4.
This record from the Open Molecules 2025 dataset describes a single CHOPS molecule in a non-equilibrium geometry. The level of theory is ωB97M-V/def2-TZVPD.

Calculated values
E_LUMO, eV: -2.1
Structure (SMILES): O=CP=S
HOMO energy, eV: -9.18
Largest force on an atom, eV/A: 3.383

Last column: Mulliken charge in e.
Positions of all 5 atoms, in Å:
O -0.715774 1.594553 -0.173844  -0.39
C 0.212782 0.902036 0.154293  0.01
P 2.121110 1.229162 0.082864  0.23
S 2.522602 -0.664527 -0.071392  -0.21
H 0.004901 -0.013177 0.560294  0.37

Forces on the atoms, in the same order (eV/Å):
O 0.927 0.301 -0.276
C -0.361 3.026 -0.693
P -0.537 -0.927 -0.295
S 0.246 0.747 0.054
H -0.275 -3.147 1.209

5.
This record from the Open Molecules 2025 dataset describes a single CHP3S molecule in a non-equilibrium geometry. The level of theory is ωB97M-V/def2-TZVPD.

Calculated values
E_LUMO (alpha / beta), eV: -2.8 / -2.8
Structure (SMILES): P#P=CP=S
HOMO energy (alpha / beta), eV: -8.58 / -8.58
Largest force on an atom, eV/A: 3.517

Last column: Mulliken charge in e.
Positions of all 6 atoms, in Å:
P 1.811273 1.914150 0.064525  0.10
P -0.150810 1.609769 0.105008  0.15
C -0.915685 0.004032 -0.068075  -0.50
P -0.399076 -1.680921 0.125535  0.15
S 1.560224 -1.801753 0.039073  -0.32
H -1.905924 -0.045275 -0.266067  0.42

Forces on the atoms, in the same order (eV/Å):
P -1.303 -0.990 0.179
P 0.520 -1.802 -0.587
C 3.392 0.193 0.909
P 1.353 1.381 -0.515
S -0.631 0.560 0.292
H -3.330 0.658 -0.278

6.
This record from the Open Molecules 2025 dataset describes a single CHPS3 molecule in a non-equilibrium geometry. The level of theory is ωB97M-V/def2-TZVPD.

Calculated values
E_LUMO, eV: -2.0
HOMO energy, eV: -8.83
Largest force on an atom, eV/A: 1.196

Last column: Mulliken charge in e.
Positions of all 6 atoms, in Å:
C 0.709401 0.093009 -0.344551  0.10
P -0.906433 -0.425378 -1.187019  0.23
S -2.236678 0.532655 -0.160187  -0.19
S 1.884485 0.911479 -1.151795  -0.21
S 0.900417 -0.318848 1.338084  -0.05
H -0.351192 -0.792919 1.505468  0.11

Forces on the atoms, in the same order (eV/Å):
C 0.450 0.232 0.088
P 0.182 0.834 0.459
S 0.391 -0.438 -0.498
S -1.010 -0.620 0.161
S -0.189 -0.039 -0.319
H 0.175 0.032 0.108

7.
This record from the Open Molecules 2025 dataset describes a molecular structure, CI3OP in a non-equilibrium geometry. The level of theory is ωB97M-V/def2-TZVPD.

Calculated values
E_LUMO (alpha / beta), eV: -2.1 / -2.1
HOMO energy (alpha / beta), eV: -8.94 / -8.94
Largest force on an atom, eV/A: 2.116

Last column: Mulliken charge in e.
Positions of all 6 atoms, in Å:
C 2.030817 -0.080597 -0.992371  -0.34
O -0.362800 0.043571 1.583812  -0.34
P -0.588927 0.602870 0.285470  0.46
I -2.064779 2.536449 0.395698  -0.13
I 1.377316 -2.001336 -1.541001  0.17
I 2.215548 1.383013 -2.439740  0.19

Forces on the atoms, in the same order (eV/Å):
C -0.213 -0.162 0.408
O 0.209 -0.761 1.963
P 0.054 0.436 -1.915
I -0.265 0.378 0.073
I 0.284 0.512 -0.317
I -0.070 -0.404 -0.212

8.
This record from the Open Molecules 2025 dataset describes a molecular structure, CInN2O9 in a non-equilibrium geometry. The level of theory is ωB97M-V/def2-TZVPD.

Calculated values
E_LUMO, eV: -3.1
Total charge: -1
HOMO energy, eV: -4.31
Largest force on an atom, eV/A: 4.331

Last column: Mulliken charge in e.
Positions of all 13 atoms, in Å:
In -14.728560 7.689420 10.692040  1.00
C -15.732880 4.659240 16.178380  0.84
O -16.404780 5.671840 16.320870  -0.34
O -15.643410 4.143220 17.286780  -0.33
O -14.966390 4.407700 15.249500  -0.52
N -17.476820 13.213010 7.185960  1.06
O -16.899370 12.203630 7.449970  -0.67
O -17.750070 13.978110 8.122880  -0.62
O -17.807350 13.605290 6.099820  -0.64
N -21.043070 10.457460 12.854400  0.95
O -22.067140 9.855370 13.224250  -0.59
O -20.014610 9.847060 12.531890  -0.58
O -21.007200 11.715630 12.665900  -0.57

Forces on atoms 1 to 6 (eV/Å):
In -0.320 0.224 0.061
C 3.316 0.538 -1.192
O -2.406 2.167 -0.356
O -0.393 -2.061 2.520
O -0.493 -0.586 -1.077
N -1.121 3.296 2.362

9.
This record from the Open Molecules 2025 dataset describes a molecular structure, CN2O2S in a non-equilibrium geometry. The level of theory is ωB97M-V/def2-TZVPD.

Calculated values
E_LUMO, eV: -0.8
HOMO energy, eV: -9.64
Largest force on an atom, eV/A: 3.315

Last column: Mulliken charge in e.
Positions of all 6 atoms, in Å:
C 1.263573 -0.040714 0.035704  0.67
N 1.073662 1.141542 0.100358  -0.35
N -0.934120 -0.375550 0.047654  0.22
O -2.048433 -0.851159 0.022305  -0.43
O 1.292075 -1.170443 -0.131020  -0.30
S -0.646757 1.296323 -0.075002  0.20

Forces on the atoms, in the same order (eV/Å):
C 1.029 -1.972 -0.618
N -0.828 2.545 0.345
N -3.105 -1.093 0.392
O 1.308 1.184 -0.144
O 1.990 -1.568 0.053
S -0.394 0.904 -0.028

10.
This record from the Open Molecules 2025 dataset describes a single CN2O2S molecule in a non-equilibrium geometry. The level of theory is ωB97M-V/def2-TZVPD.

Calculated values
E_LUMO, eV: -1.7
HOMO energy, eV: -9.20
Largest force on an atom, eV/A: 4.807

Last column: Mulliken charge in e.
Positions of all 6 atoms, in Å:
C -0.263602 -0.695161 0.054488  0.77
N -0.289582 0.907293 0.029076  0.27
N -1.156342 1.640143 -0.083442  -0.24
O -1.324770 -1.179971 0.169078  -0.34
O 0.944201 -1.005674 -0.208157  -0.31
S 2.090094 0.333368 0.038957  -0.14

Forces on the atoms, in the same order (eV/Å):
C -0.248 -1.342 -0.881
N -3.447 3.337 -0.297
N 3.630 -1.997 0.438
O 0.646 -0.330 0.260
O -0.121 0.543 0.674
S -0.461 -0.211 -0.193